(1)
Entry from OMol25: a molecular structure, C60H62Br2F8N4O3S3 at a distorted geometry (ωB97M-V/def2-TZVPD).

- Net charge: 0
- E_HOMO: -8.2518 eV

Geometry as XYZ:
```
142
Properties=species:S:1:pos:R:3:forces:R:3:mulliken_charge:R:1
H 3.6326 3.5322 -7.2137 -0.12 0.36 -0.19 0.373
F -0.8580 -11.7519 -7.1759 0.00 -0.01 -0.04 -0.317
C -0.8989 -7.3744 -0.9620 -0.23 0.15 0.25 0.276
H -2.4697 0.3031 3.3666 0.16 0.32 -0.08 0.525
H -1.4166 6.8223 -0.2320 -0.03 -0.27 -0.03 0.664
H -4.2193 4.4270 1.0145 -0.11 -0.35 -0.03 0.675
C -2.2355 -5.5911 -0.1119 0.06 -0.14 0.03 -0.133
H -2.1726 -12.8499 -5.2403 0.03 0.01 -0.03 0.410
H 4.4429 -2.5387 1.9186 0.02 0.02 0.04 0.519
H -5.5562 4.9776 3.3573 0.24 -0.11 -0.12 0.300
H 1.8792 4.3047 -3.4321 -0.08 0.11 -0.19 0.303
C 2.1234 0.1095 2.4525 0.14 -1.08 0.65 -0.117
H 6.5560 9.5553 3.8619 0.00 -0.03 -0.02 0.421
H 5.4574 11.8648 0.4169 0.00 -0.02 0.01 0.374
H -1.1605 -0.7578 2.4420 0.02 -0.01 -0.35 0.320
H -0.8595 -10.0321 -2.2869 0.00 0.00 -0.02 0.157
Br -3.2413 -1.0263 -0.0985 0.11 0.15 0.43 -0.039
H 3.5916 6.1412 1.7739 -0.26 -0.04 -0.05 0.274
C -2.6083 -6.3908 0.9597 -0.09 0.02 0.10 -0.328
F -0.0628 -7.8578 -1.9028 0.08 0.13 0.09 -0.300
H -7.1198 -12.1525 1.3598 -0.04 0.02 -0.01 0.414
O -3.7947 3.9006 2.9565 0.04 0.34 -0.33 -0.348
C -5.4128 -1.8372 1.5428 1.09 -1.09 -1.06 0.824
C -6.3919 -8.3680 1.1139 0.04 -0.15 0.00 -0.457
C -2.1952 1.6957 1.6934 0.06 -0.05 0.25 0.408
H -4.3288 -8.9230 0.9331 -0.09 -0.02 -0.05 0.339
N 3.9250 3.5840 1.3283 0.34 -1.06 -0.76 0.049
H 4.7949 9.7877 -0.7527 0.01 -0.04 0.01 0.384
H -2.1589 6.3729 -2.7005 0.28 0.12 -0.12 0.290
C 6.1778 9.6230 2.8501 0.09 -0.01 0.25 -0.476
H -0.8778 -9.1966 0.1534 0.04 0.03 0.00 0.458
C -1.0411 1.1021 1.3037 0.07 -0.49 -0.21 -0.113
C -1.3697 -6.0822 -1.0789 0.06 0.12 -0.20 -0.729
H -2.8676 4.7082 -1.5186 -0.09 -0.06 0.26 0.503
C -1.2629 -8.1864 0.0944 0.09 -0.26 0.01 -0.293
H -4.7830 -11.3482 1.0776 -0.03 -0.01 0.01 0.375
C 2.0722 4.6087 -4.4611 -0.15 -0.39 1.09 0.023
H 5.3486 5.0041 0.8318 -0.03 -0.26 -0.07 0.240
C -0.4309 -0.1580 1.9014 0.33 0.95 0.43 -1.148
H 3.3180 4.1747 -1.3059 0.04 0.07 0.23 -0.252
N 0.0811 3.2869 -1.3711 -0.27 -0.21 -0.10 -0.082
C -5.5992 -10.6394 1.1320 -0.10 0.17 0.02 -0.532
C 6.0542 10.8474 2.2087 -0.08 -0.10 -0.15 -0.397
C 2.8102 3.7794 -5.2689 0.05 -0.01 -0.31 -0.717
H 5.2392 -6.3572 4.9578 0.00 0.03 0.01 0.359
C -3.9328 3.5387 1.5782 0.28 -0.36 0.31 -1.018
C 5.1865 9.7423 0.2551 0.07 0.10 0.15 -0.579
F -6.2458 -1.1759 0.7358 -0.19 0.35 0.59 -0.200
N 0.7931 1.1689 -0.2506 -0.25 1.05 -0.99 -0.228
C -2.3734 4.9003 -0.5558 0.97 0.20 -0.13 -0.616
C -0.3264 1.7197 0.2282 -0.15 -0.73 0.90 0.806
C -1.5934 -11.5172 -3.6456 0.12 0.15 -0.07 -0.426
C 3.9716 4.8772 -0.7701 0.86 0.09 -0.38 0.178
C 5.5564 10.9078 0.9130 0.00 0.08 -0.02 -0.473
C -0.1159 -10.1849 -5.5850 0.11 0.11 -0.15 -0.433
H -6.1930 -7.3054 1.0530 -0.02 -0.01 -0.01 0.509
H -4.9449 0.1604 3.1467 0.07 -0.07 -0.25 0.456
H 0.4582 -9.6841 -6.3537 -0.03 -0.02 -0.02 0.405
C 5.8091 8.4746 2.1778 -0.02 0.35 -0.15 0.279
S 3.2172 1.5214 2.8453 -0.25 0.56 -0.21 -0.246
H 2.2880 4.2128 2.4456 -0.19 -0.11 -0.32 0.651
H 1.8825 6.2852 1.3163 0.13 0.02 -0.39 0.496
H 0.1006 7.3878 -4.3744 0.59 0.13 -0.08 0.485
C -6.9008 -11.0953 1.2855 -0.03 -0.25 0.01 -0.374
C 3.8426 2.2104 1.3057 -0.82 -1.12 0.36 0.492
C 4.2211 -3.3302 3.8906 0.19 -0.31 -0.17 0.301
H -8.5272 -8.1268 1.3011 -0.01 -0.04 0.02 0.421
C 0.7178 6.6196 -3.8867 -0.16 -0.41 0.36 -0.846
H -4.8749 0.9088 1.5548 0.18 -0.26 -0.04 0.489
C -1.9487 3.5743 0.0754 0.25 0.81 -0.65 0.035
H -2.6187 -4.5831 -0.1948 0.07 0.01 -0.01 0.202
H -4.0960 5.4237 4.2589 -0.05 -0.09 -0.21 0.258
C 4.6297 -3.3816 2.5727 -0.06 0.23 -0.18 -0.268
H 5.0420 7.5944 0.3897 -0.07 0.03 0.00 0.269
H -2.1646 -12.0396 -2.8892 -0.01 -0.01 -0.03 0.376
N -0.1704 5.7069 -3.1335 0.00 0.25 -0.68 0.038
C -7.6964 -8.8189 1.2570 -0.18 0.17 0.02 -0.459
C 5.2757 -4.5198 2.1125 -0.03 -0.08 0.17 -0.456
C 5.3182 8.5156 0.8889 -0.05 -0.32 -0.14 0.063
F -9.1949 -10.6173 1.4878 -0.04 -0.01 0.00 -0.315
H 1.8442 3.8187 0.7587 0.30 -0.03 -0.03 -0.270
C -0.1214 -9.7223 -4.2765 -0.08 -0.15 -0.01 -0.383
F 5.9314 7.2816 2.7953 -0.01 -0.05 0.01 -0.288
H 1.4106 7.0481 -3.1452 -0.29 0.31 -0.24 0.324
C -0.8578 -11.3047 -5.9052 0.01 0.11 0.30 0.229
H 2.5349 -0.7474 3.0268 -0.02 0.61 -0.44 -0.237
Br -5.1298 -3.5978 0.6830 -0.28 0.08 0.41 -0.149
C 4.8090 4.1847 0.3256 -0.33 1.65 -0.13 -0.995
C -0.8577 -10.3889 -3.3059 -0.06 -0.10 0.01 -0.015
C -1.2094 5.9226 -0.8336 -0.30 0.46 0.16 -0.450
C -4.4618 5.1007 3.2775 -0.28 0.29 0.48 -0.768
C -2.6284 2.9407 1.0630 -0.87 -0.08 0.83 0.803
C 4.4348 -4.3817 4.7588 -0.09 0.01 0.25 -0.475
H 2.7837 5.7356 -8.0010 -0.17 0.04 0.19 0.396
H 0.4961 1.3730 3.1284 0.03 -0.21 0.12 0.468
C -1.1312 6.4272 -2.3012 0.05 -0.25 0.52 -0.944
S 1.2200 2.1667 -1.4609 0.26 -0.16 0.08 -0.023
H 2.1748 -0.1890 1.4023 0.14 0.51 0.06 0.473
H 4.6687 5.3140 -1.4992 -0.21 -0.20 0.03 0.523
C 0.6644 0.3064 2.9377 -0.07 0.09 -0.58 -1.157
H -3.0609 5.4312 0.1035 -0.07 -0.28 -0.29 -0.129
H -0.6480 5.1564 -3.8412 -0.05 -0.14 0.30 0.289
C -4.0426 -1.0785 1.6892 -1.19 0.11 -0.18 0.336
O 1.3521 7.4655 -6.6156 0.42 -0.15 0.00 -0.582
H -2.4082 -8.3078 1.9022 0.06 0.00 0.00 0.560
C -3.0217 1.0492 2.7948 -0.95 0.01 -0.54 -1.511
H -4.2700 5.9113 2.5566 0.11 -0.25 0.05 0.294
C 1.8236 6.2358 -6.1659 -0.21 0.05 0.45 0.413
C -7.9308 -10.1771 1.3436 0.31 0.11 -0.04 0.202
H -3.3690 1.8122 3.4981 0.10 -0.17 -0.15 0.695
O 3.2326 5.9894 -0.2559 -0.31 -0.40 0.41 -0.369
C -1.5994 -11.9774 -4.9548 -0.15 -0.22 -0.04 -0.401
F -5.9580 -2.0699 2.7340 -0.22 0.51 -0.02 -0.198
H -1.0608 -5.4715 -1.9172 0.00 -0.04 -0.01 0.447
H -0.0056 -0.7460 1.0826 0.00 -0.05 0.28 0.643
H 6.3461 11.7551 2.7203 -0.01 -0.03 0.02 0.362
F -3.3107 -1.8356 2.5519 0.21 0.12 -0.24 -0.309
H -0.8472 7.4887 -2.2982 -0.10 -0.18 0.09 0.402
C 3.0523 4.1934 -6.5753 0.27 -0.90 0.65 -0.466
C 2.5626 5.4071 -6.9847 0.41 0.44 -1.55 -0.463
F 3.5969 -2.2219 4.3392 -0.01 -0.01 0.11 -0.280
C 5.4946 -5.5904 2.9697 0.04 -0.06 -0.04 -0.490
H 5.9952 -6.4789 2.6069 -0.01 0.01 0.01 0.366
H 2.0968 8.0736 -6.5244 -0.25 0.13 -0.16 0.330
H 5.6081 -4.5714 1.0842 -0.03 0.03 0.01 0.371
C 5.0723 -5.5218 4.2906 0.02 0.08 -0.15 -0.394
H -3.2808 -6.0039 1.7154 0.02 0.01 -0.01 0.533
C -5.3443 -9.2767 1.0491 0.09 -0.01 -0.01 -0.145
C -4.3015 0.3108 2.2654 0.44 0.13 0.71 -1.253
H 3.1686 2.8287 -4.8826 0.03 0.16 -0.15 0.443
C 2.8144 5.7557 1.0920 0.31 -0.47 0.17 -0.805
C 1.5499 5.8253 -4.8742 -0.41 0.18 0.33 -0.154
H 5.5747 3.5247 -0.0782 -0.46 -0.29 0.08 0.575
H -4.7192 2.7752 1.4961 -0.05 0.42 -0.10 0.031
C 2.6179 4.2637 1.4002 -0.02 1.00 1.18 -0.125
H -0.2404 5.5616 -0.4750 -0.13 -0.03 -0.33 -0.272
C -0.7549 2.9310 -0.3911 0.40 -0.65 0.24 -0.078
C -2.1202 -7.6866 1.0642 0.07 0.18 -0.10 -0.662
H 0.4483 -8.8421 -4.0149 0.01 -0.02 -0.02 0.384
S 4.2038 1.1903 0.0762 0.43 0.24 -0.10 -0.272
H 4.1055 -4.3052 5.7869 -0.02 0.03 -0.02 0.416
H 0.5001 -0.2258 3.8825 0.17 0.14 -0.16 0.455
```
Positions in Å, forces in eV/Å.

***

(2)
Entry from OMol25: a molecular structure, C60H63I2N7O5PRb (ωB97M-V/def2-TZVPD).

- Net charge: -2
- Energy relative to the best compared isomer or geometry (same formula, charge and spin): 0.000 eV
- E_HOMO: -0.6110 eV

Geometry as XYZ:
```
139
Properties=species:S:1:pos:R:3:forces:R:3:mulliken_charge:R:1
H -0.7723 -1.3851 6.2081 -0.06 -0.03 0.03 0.524
H 2.5336 1.0718 2.2273 0.17 -0.12 0.00 -0.382
C 2.0259 0.7161 4.7032 0.13 0.00 -0.04 0.434
P 1.6434 -3.6866 2.1942 0.01 0.10 0.03 1.749
C -6.1530 4.7247 1.3211 0.03 -0.01 0.09 -1.020
H -2.3533 4.6489 -7.5073 -0.02 -0.01 0.00 0.271
H -2.9054 -0.0847 -4.0752 -0.06 0.01 0.00 0.588
C 2.9349 -3.3772 3.4648 -0.05 0.08 0.11 0.488
C -2.4548 1.4588 2.0638 -0.14 -0.08 -0.01 0.804
C 0.3063 -2.3179 -2.7197 0.00 0.04 -0.06 -1.785
C -0.3945 2.1721 -4.1568 0.00 -0.06 0.09 0.573
H 1.9108 -4.2927 5.1014 0.02 0.04 0.02 0.410
C 1.8673 0.7188 6.0875 0.01 -0.02 -0.01 -0.958
H -6.7718 5.3471 0.6734 0.03 -0.03 0.03 0.266
O -3.4288 4.0948 -5.9091 -0.14 -0.07 0.25 -0.349
H -2.2337 -1.5320 -2.2602 0.01 -0.02 -0.02 0.098
C 2.3905 5.9160 1.1622 -0.01 0.05 -0.01 -0.553
H 0.2810 -0.1897 -2.9993 -0.02 -0.04 0.01 -1.151
H -2.1085 -1.7000 -0.4937 -0.04 0.04 0.01 0.522
H -2.2469 -7.3654 4.0779 0.01 0.00 0.01 0.340
H 0.2001 -7.8094 4.5180 0.00 -0.01 0.02 0.373
C -2.4308 1.6657 0.6727 -0.04 0.01 0.01 1.016
H -1.8793 -0.7188 -6.2421 -0.01 0.00 -0.02 0.444
H 1.4508 4.5087 -2.8592 0.02 0.01 0.00 0.226
C -4.4441 3.1311 -4.0247 -0.06 -0.06 -0.35 0.334
C 4.2646 4.6067 1.9115 0.01 0.03 0.08 -0.553
H -6.7852 3.9839 1.8253 0.00 0.05 -0.01 0.369
C -6.6199 2.1036 -4.1830 -0.04 -0.03 -0.02 -1.066
C -3.3428 2.0550 2.9404 -0.02 0.08 0.01 -1.424
C 3.6927 5.8413 1.6324 0.04 0.05 0.01 -0.496
H -1.7160 0.7901 2.5107 -0.25 0.04 0.25 -0.626
H 1.6825 -0.9962 -3.6849 -0.03 0.01 0.01 0.474
H -3.2983 1.8525 4.0061 0.01 0.00 0.02 0.431
H -4.9934 3.4257 3.1279 -0.03 0.01 0.01 0.317
H 4.1725 -2.3203 2.0651 0.01 0.01 -0.03 0.226
O 0.0425 3.1806 -3.3531 -0.23 -0.11 -0.02 -0.053
C 2.2515 -4.8989 -0.2260 -0.04 0.00 0.15 -0.329
C 5.0573 -2.3519 4.0088 0.04 0.04 0.02 -0.539
C -1.0910 -3.8181 -1.5018 0.08 -0.06 0.01 -1.363
C -3.3865 2.5752 0.2435 -0.03 0.18 0.09 -2.192
C -0.1203 -6.8824 4.0638 -0.09 0.05 0.03 -1.148
H -1.1474 -0.4905 -1.3359 -0.15 -0.02 -0.27 -0.503
C 2.6479 -4.7930 1.1099 -0.12 0.00 -0.15 0.044
C -1.9343 -5.4695 3.2498 -0.02 0.01 -0.02 -1.402
H 0.1430 0.4755 -7.0350 0.01 0.00 -0.03 0.410
C 3.9774 -6.5154 -0.6517 0.03 -0.02 0.05 -0.656
H 2.6888 2.6250 4.0685 0.04 -0.07 0.01 0.331
C -1.5058 -6.6134 3.8201 0.01 -0.14 0.09 -0.233
C 4.0734 -2.6630 3.0884 -0.07 0.07 0.00 -0.550
C 1.6802 4.7494 0.9690 -0.09 0.13 0.01 -0.102
C -1.5410 -1.5016 -1.4019 0.03 -0.08 0.03 -0.781
C 4.3910 -6.4081 0.6706 0.01 -0.08 -0.15 -0.680
H -7.4272 1.5707 -3.6995 -0.04 -0.03 0.01 0.387
C 2.9169 -1.4258 -1.3946 -0.15 -0.26 0.00 -0.801
H 5.6804 -2.4897 6.0619 0.00 -0.01 0.00 0.317
H 1.4118 -4.3001 -0.5679 0.09 -0.02 0.06 0.204
C 2.1292 0.8157 -1.6701 0.03 -0.15 -0.13 -0.242
H 2.5395 1.3043 6.7011 0.02 0.03 0.02 0.489
C -5.6429 3.0951 -6.1364 0.04 0.01 -0.01 -0.557
H -1.5514 -3.9939 -0.5304 -0.04 -0.01 0.05 0.216
H 5.2264 -6.9993 1.0274 0.02 0.00 -0.01 0.387
O 1.5375 2.3985 1.0438 -0.04 -0.51 -0.06 0.791
H -1.8658 -3.9286 -2.2822 0.00 -0.02 -0.04 0.363
H 5.9179 -1.7723 3.6990 0.02 0.00 -0.01 0.375
H 4.4879 -7.1886 -1.3290 0.02 -0.01 -0.02 0.356
H 1.8466 -6.1974 3.6725 0.02 -0.01 0.00 0.363
H 3.6592 -3.7375 6.7590 0.01 -0.01 0.00 0.345
H -3.4097 3.2423 -7.7927 0.01 0.04 -0.01 0.410
H -0.3552 -1.2963 3.7873 -0.03 -0.07 -0.04 0.113
C 3.7335 -5.5538 1.5403 -0.05 0.04 0.07 -0.413
C -1.5293 1.4783 -3.6736 0.20 0.07 -0.02 0.641
N 3.4186 1.1354 2.7311 -0.17 -0.06 0.02 0.232
C -2.8614 2.6812 -2.2381 0.23 0.01 0.01 -0.432
C -2.0503 0.4567 -4.4569 0.01 0.02 0.05 -0.351
N -3.2924 3.4936 -3.3445 0.20 0.17 0.04 -0.243
C 0.2010 1.8055 -5.3534 0.00 0.03 0.02 -0.721
H 5.1566 2.2728 2.5367 -0.01 -0.02 -0.05 0.401
C -4.5315 3.4500 -5.3978 0.12 0.01 0.02 1.028
H -5.6936 3.3265 -7.1910 0.00 0.01 -0.02 0.364
C 3.7865 -3.4431 5.7234 0.01 0.02 0.10 -0.626
C 0.0281 -0.7718 5.8233 0.09 -0.01 0.05 -1.395
N 1.2421 -0.0051 3.9070 -0.08 0.13 -0.08 0.639
C -6.6969 2.4157 -5.5250 0.01 0.03 -0.01 -0.637
N -2.0047 1.7449 -2.3932 -0.16 -0.05 -0.03 -0.182
H 0.7195 -0.0486 7.7279 -0.01 0.01 0.03 0.372
C 1.0142 -0.9704 -2.8001 0.07 0.04 -0.04 0.659
C 3.5592 3.4365 1.7208 0.13 -0.04 -0.01 0.930
H 3.9768 1.5912 4.6974 -0.06 -0.01 -0.05 0.424
H 1.0864 2.3196 -5.7009 0.01 0.00 0.00 0.436
H 2.8011 1.0166 -2.5267 0.01 0.00 0.00 0.280
N -0.4876 -2.5024 -1.5229 -0.14 0.12 0.01 1.528
H 3.4008 -1.1547 -0.4558 0.01 0.02 0.04 0.137
C 0.7883 -5.9604 3.5917 0.11 -0.09 -0.16 -0.407
C 3.0801 1.5894 4.0619 0.00 0.05 0.07 -0.597
H 1.0326 -3.1341 -2.7699 0.05 -0.03 0.01 0.511
H 4.0681 -5.4758 2.5687 -0.01 -0.01 -0.03 0.356
I 4.7908 7.6005 1.9483 0.01 0.01 0.00 -0.070
C 4.9192 -2.7467 5.3341 0.03 0.04 0.03 -0.550
H -0.3213 -2.3959 -3.6309 0.03 -0.02 -0.01 0.346
C 2.9043 -5.7552 -1.0980 0.02 -0.03 -0.01 -0.162
H -5.4412 2.1935 -2.3893 0.01 -0.04 0.05 0.537
C -1.4636 0.0985 -5.6661 0.01 -0.03 -0.02 -1.344
H -2.5311 3.6928 -3.9808 -0.01 0.03 0.05 0.518
C 4.2196 2.0995 1.9912 0.09 0.10 -0.05 -1.774
H 2.6270 -2.4825 -1.3274 0.09 0.31 0.00 -0.098
C 0.2700 -0.7257 4.4634 -0.05 -0.05 -0.06 0.433
Rb -0.0259 0.0538 0.8542 0.56 -0.06 0.13 0.823
H -0.3331 -4.5865 -1.6656 -0.04 -0.02 -0.01 0.425
O -5.2028 4.1074 0.4962 0.17 -0.22 -0.02 -0.399
H -2.9890 -5.3030 3.0706 -0.04 0.00 -0.02 0.390
H 2.5763 -5.8296 -2.1278 0.00 0.01 -0.04 0.400
O -1.8604 -2.3074 1.9091 -0.22 0.57 -0.30 -0.690
H -4.1074 4.8851 -7.7029 0.02 -0.01 -0.01 0.358
C 2.8006 -3.7548 4.7963 -0.08 0.00 0.00 -0.775
H -4.0543 3.8712 -1.2184 0.06 -0.05 0.02 0.378
H 3.6565 -1.3143 -2.2118 -0.04 -0.01 0.02 0.253
H 1.9274 6.8712 0.9553 0.01 0.01 -0.01 0.387
C 0.4521 -4.7631 2.9585 0.15 -0.08 0.00 0.031
H -5.6769 5.3558 2.0812 -0.04 -0.03 -0.02 0.357
C -0.9819 -4.4160 2.8636 0.07 -0.58 0.18 0.303
I -0.2958 4.8108 0.2960 0.02 0.00 -0.06 0.125
C -4.3176 3.2004 1.0932 -0.01 0.14 -0.01 1.278
H 2.6294 1.1140 -0.7514 0.04 0.01 0.05 -0.547
H 1.2665 4.2724 -4.6214 0.03 0.04 0.02 0.358
N -3.4612 3.0642 -1.1013 -0.18 0.06 0.00 0.530
H 1.2412 1.4403 -1.7678 -0.07 0.04 0.00 0.221
C 0.8553 -0.0311 6.6538 0.01 -0.04 0.01 -0.489
N 1.7518 -0.5895 -1.6074 0.03 0.07 -0.03 1.535
H 5.2783 4.5531 2.2940 0.03 0.00 0.00 0.330
C 1.2834 3.7759 -3.6449 0.06 0.03 -0.03 -1.086
H -7.5605 2.1320 -6.1089 -0.06 -0.01 -0.04 0.373
C -1.4470 -3.2321 2.5264 0.08 0.19 0.07 0.754
C -5.5008 2.4519 -3.4367 -0.07 0.04 -0.01 -0.417
C -0.3367 0.7635 -6.1084 0.03 0.02 -0.02 -0.981
H 2.0875 3.0335 -3.6285 -0.01 0.02 -0.03 0.364
C -4.3010 2.9431 2.4531 -0.06 0.00 -0.04 -0.736
H 4.4966 1.6312 1.0372 -0.08 0.00 0.07 0.284
C -3.3327 4.2202 -7.3058 -0.05 -0.07 -0.05 -1.063
C 2.2107 3.4499 1.2292 0.03 0.22 0.01 -0.534
```
Positions in Å, forces in eV/Å.

***

| no. | E_tot (Eh) | HOMO-LUMO gap (eV) |
| --- | --- | --- |
| 1 | -9909.71358 | 7.84 |
| 2 | -4044.41555 | 3.94 |